Record 1
Formula: C20H42F6O16S4
Source: the OMol25 dataset
Level of theory: ωB97M-V/def2-TZVPD

SMILES string: CCOC(=O)C(F)(F)F.CCOC(=O)C(F)(F)F.CCOS(C)(=O)=O.CCOS(C)(=O)=O.CCOS(C)(=O)=O.CCOS(C)(=O)=O
Strongest force on any atom: 6.360 eV Å⁻¹
E: -4182.8712 Eh
Frontier orbital gap: 11.31 eV
Net charge: 0
Energy above the lowest of the compared OMol25 structures with the same formula, charge and spin: 312.73 kJ/mol

The geometry in XYZ format:
```
88
C20H42F6O16S4 ωB97M-V/def2-TZVPD
S 6.956 -17.603 6.329
S -1.836 -19.730 -3.673
S -5.307 -14.448 6.384
S 2.744 -13.657 -3.292
F -6.236 -21.177 -10.634
F -5.934 -20.942 -12.742
F -6.222 -21.054 0.316
F -7.549 -22.607 0.751
F -7.910 -20.529 -11.854
F -6.638 -22.497 -1.267
O 2.252 -12.751 -4.314
O -5.404 -13.102 5.813
O -7.033 -18.126 -11.315
O -1.786 -19.282 -2.075
O -3.177 -20.145 -3.962
O 3.303 -14.988 -3.632
O 7.397 -17.509 4.908
O 8.074 -18.622 7.127
O -4.805 -18.707 -11.319
O 1.472 -13.933 -2.241
O -9.462 -21.639 -1.016
O -5.727 -14.697 7.783
O -6.109 -15.503 5.420
O -8.169 -19.678 -0.973
O -0.669 -20.536 -3.926
O 6.747 -16.471 7.122
C 9.648 -20.461 7.257
C -6.923 -17.630 4.950
C 5.435 -18.669 6.478
C -9.106 -18.847 -1.506
C 8.537 -19.831 6.512
C -3.620 -15.184 6.152
C 3.927 -12.777 -2.162
C -0.788 -13.147 -2.010
C -0.529 -19.471 -1.230
C -8.113 -15.924 -11.112
C -6.571 -20.430 -11.685
C -6.883 -16.769 -10.886
C 0.689 -12.852 -1.775
C -0.613 -18.558 0.001
C -1.564 -18.116 -4.442
C -7.200 -21.801 -0.237
C -8.386 -21.060 -0.784
C -6.548 -16.697 6.049
C -6.008 -18.987 -11.427
C -8.901 -17.582 -0.791
H -1.177 -14.018 -1.483
H -0.964 -13.335 -3.069
H -2.375 -17.448 -4.152
H 4.251 -13.581 -1.501
H -9.715 -16.889 -1.006
H -8.845 -16.159 -10.339
H -6.105 -16.324 -11.506
H -7.293 -16.576 6.835
H 10.599 -19.937 7.157
H -1.655 -18.306 -5.512
H -10.125 -19.229 -1.556
H -6.219 -17.609 4.118
H 7.756 -20.561 6.303
H -1.287 -12.237 -1.680
H -3.652 -16.177 6.599
H 9.452 -20.519 8.328
H 4.685 -12.338 -2.809
H -2.787 -14.773 6.724
H -5.735 -17.127 6.635
H -8.963 -17.760 0.282
H -0.514 -17.890 -4.259
H 5.418 -19.163 7.450
H 0.814 -12.743 -0.697
H 4.650 -17.921 6.589
H -6.345 -16.704 -9.941
H -6.712 -18.587 5.427
H 3.461 -11.964 -1.604
H -7.991 -14.864 -10.887
H -8.635 -15.911 -12.069
H 9.639 -21.515 6.981
H -8.816 -18.753 -2.553
H 0.370 -18.603 0.470
H 5.458 -19.394 5.664
H -7.951 -17.602 4.590
H -1.395 -18.995 0.620
H -0.921 -17.515 -0.073
H -3.299 -15.117 5.112
H 0.363 -19.150 -1.768
H 9.031 -19.606 5.567
H 1.015 -11.887 -2.162
H -0.465 -20.507 -0.897
H -7.948 -17.098 -1.005
```


Record 2
Formula: C26H19Co2N2O7
Source: the OMol25 dataset
Level of theory: ωB97M-V/def2-TZVPD

Strongest force on any atom: 6.909 eV Å⁻¹
E: -4403.6124 Eh
Frontier orbital gap: 4.92 eV
Net charge: -1
Energy above the lowest of the compared OMol25 structures with the same formula, charge and spin: 508.96 kJ/mol

The geometry in XYZ format:
```
56
C26H19Co2N2O7 ωB97M-V/def2-TZVPD
Co -0.285 0.098 -0.202
Co -3.005 1.950 -1.570
O -1.548 0.877 2.372
O 2.568 0.570 -0.483
O 0.656 -2.332 -1.535
O -3.584 3.534 0.833
O -5.422 0.720 -2.676
O -3.205 4.258 -3.298
O 4.834 -2.045 2.435
N -0.642 -2.143 1.408
N -2.667 -1.477 0.896
C -1.485 -3.216 1.533
C -3.146 3.329 -2.611
C 2.752 -0.951 2.325
C 0.731 -2.144 1.759
C -3.814 -0.659 0.566
C -0.105 2.769 -2.006
C -3.364 2.852 -0.075
C 1.572 4.225 -1.005
C 0.152 -1.325 -1.161
C -2.745 -2.797 1.223
C 5.630 -3.247 2.532
C 0.506 3.339 -0.864
C 1.484 3.948 -3.412
C 1.376 -0.977 2.185
C -4.441 1.163 -2.254
C 1.456 -3.338 1.650
C 0.403 3.080 -3.289
C 3.493 -2.145 2.213
C -1.345 -1.078 0.761
C 2.831 -3.351 1.872
C 1.422 0.463 -0.325
C -1.594 0.694 -1.317
C 2.061 4.530 -2.277
C -1.102 0.345 1.403
C -1.328 -0.784 -1.456
C -1.238 1.904 -1.829
H 3.281 -0.027 2.552
H -1.158 -4.179 1.894
H 0.113 3.095 0.129
H -3.532 0.401 0.546
H 5.246 -3.922 3.310
H 2.898 5.224 -2.383
H 5.669 -3.767 1.565
H 3.395 -4.279 1.767
H -3.686 -3.326 1.276
H -4.225 -0.945 -0.411
H 0.958 -4.263 1.356
H -2.165 -1.466 -1.275
H 2.011 4.666 -0.108
H -0.069 2.612 -4.156
H 6.619 -2.879 2.805
H -4.589 -0.799 1.329
H 1.873 4.173 -4.407
H -1.311 -0.867 -2.580
H 0.812 -0.091 2.471
```